The following is a DFT calculation (the ωB97M-V functional and the def2-TZVPD basis) of a molecular structure, C6H9NO in a non-equilibrium geometry.

CARTESIAN COORDINATES (ANGSTROEM)
C -2.17212 -0.69189 0.15186
C -0.55661 -0.42494 0.24866
C 0.46984 -1.20803 1.04513
C 1.26909 0.10252 0.74358
C 1.23810 0.40889 -0.80031
C -0.05181 -0.11289 -1.22265
H -2.92530 -0.20700 1.23756
H -2.05920 -1.78785 -0.04133
H -2.70257 -0.23037 -1.12089
H 0.50908 -2.26836 0.51614
H 0.10469 -1.17049 2.23780
H 2.17232 0.27221 1.26826
H 2.15529 0.61266 -1.63005
H -0.26013 1.61164 -0.59477
H -0.13466 -0.81517 -2.22625
N 0.29828 1.23476 -1.32209
O -0.01580 0.86218 1.07632

Properties
Lowest unoccupied orbital energy in eV: 0.8
HOMO in eV: -9.7
Energy relative to the best compared isomer or geometry (same formula, charge and spin) in kcal per mole: 195.99
Maximum force in eV/A: 6.94
HOMO-LUMO gap in eV: 10.46
DFT total energy in eV: -9897.105

***

The following is a DFT calculation (the ωB97M-V functional and the def2-TZVPD basis) of a single C6H9NO molecule in a non-equilibrium geometry.

CARTESIAN COORDINATES (ANGSTROEM)
C 0.37795 -0.50485 0.08369
C -0.61462 1.37903 -0.23223
C 0.80067 0.98667 -0.28055
C -0.50827 -0.30048 1.18795
C 1.59211 0.98681 -1.65269
C -1.74954 -1.12310 1.52563
N 0.75721 -1.41635 -0.70374
O -1.49511 1.89920 -0.82026
H 1.35924 1.33674 0.59925
H -0.18848 0.19007 2.01992
H 1.98425 2.00147 -1.76074
H 0.87577 0.58299 -2.30478
H 2.44815 0.26391 -1.48171
H -2.55574 -0.64445 0.83973
H -2.01223 -1.07800 2.57516
H -1.51964 -2.22563 1.23225
H 0.44829 -2.33402 -0.82688

Properties
Lowest unoccupied orbital energy in eV: 0.4
HOMO in eV: -7.9
Energy relative to the best compared isomer or geometry (same formula, charge and spin) in kcal per mole: 93.70
Maximum force in eV/A: 3.83
HOMO-LUMO gap in eV: 8.31
DFT total energy in eV: -9901.541

***

The following is a DFT calculation (the ωB97M-V functional and the def2-TZVPD basis) of a molecular structure, C6H9NO in a non-equilibrium geometry.

CARTESIAN COORDINATES (ANGSTROEM)
C 0.62638 -0.56348 -1.13925
C 1.13117 0.87266 -0.64807
C -0.04643 1.39956 0.26781
C -0.14655 0.40482 1.53734
C -1.10002 -0.33845 0.89269
C -0.21200 -1.07695 -0.01985
H 0.05345 -0.43378 -2.09736
H 1.62876 -1.06896 -1.45044
H 1.08878 1.61651 -1.78885
H 2.14965 0.94070 -0.12488
H -1.03189 1.43257 -0.19324
H 0.78169 -0.06185 1.86074
H -1.74246 0.39062 0.25895
H -2.29261 -1.82518 -0.01023
H 0.57774 -1.70527 0.51376
N -1.24749 -1.85283 0.48822
O -0.21817 1.86932 1.65265

Properties
Lowest unoccupied orbital energy in eV: 0.9
HOMO in eV: -7.7
Energy relative to the best compared isomer or geometry (same formula, charge and spin) in kcal per mole: 231.26
Maximum force in eV/A: 7.12
HOMO-LUMO gap in eV: 8.58
DFT total energy in eV: -9895.576

***

The following is a DFT calculation (the ωB97M-V functional and the def2-TZVPD basis) of a single C6H9NO molecule in a non-equilibrium geometry.

CARTESIAN COORDINATES (ANGSTROEM)
C -1.41447 -0.47678 -0.00878
C -1.25521 0.96509 0.26375
C 0.12534 1.40752 -0.30677
C 1.38009 0.48780 -0.31541
C 0.78734 -1.98005 0.00109
C -0.19681 -1.16930 0.53609
H -1.46938 1.19098 1.35376
H -2.33842 1.40592 0.02765
H 0.36750 2.29225 0.26371
H -0.09364 1.87332 -1.38679
H 2.08052 0.95703 -1.16871
H 1.78299 0.35338 0.75859
H 1.59922 -2.02345 0.61183
H 0.39605 -3.02956 -0.59623
H 0.05835 -0.52520 1.39238
N 0.52944 -0.71207 -0.75736
O -2.33890 -1.01688 -0.66880

Properties
Lowest unoccupied orbital energy in eV: 0.8
HOMO in eV: -9.1
Energy relative to the best compared isomer or geometry (same formula, charge and spin) in kcal per mole: 121.56
SMILES: O=C1CCCN2C[C@H]12
Maximum force in eV/A: 7.44
HOMO-LUMO gap in eV: 9.95
DFT total energy in eV: -9900.333

***

The following is a DFT calculation (the ωB97M-V functional and the def2-TZVPD basis) of a single C6H9NO molecule in a non-equilibrium geometry.

CARTESIAN COORDINATES (ANGSTROEM)
C 1.10649 -0.84074 1.44345
C -0.70111 -0.50547 -0.27408
C 0.53080 0.02291 0.36031
N 0.49076 2.11126 -0.86871
C -1.95671 -0.40042 0.48838
C 1.05332 1.20222 0.01608
C -0.71770 -1.04972 -1.49431
O -2.08843 0.12324 1.55351
H 1.14659 2.65037 -1.41049
H -0.26410 1.73762 -1.42129
H -2.82744 -0.88279 -0.02241
H 1.94296 1.56495 0.50864
H 1.59256 -1.71603 1.01516
H 1.83291 -0.29090 2.03362
H 0.31584 -1.18220 2.10338
H 0.17135 -1.11775 -2.09876
H -1.62810 -1.42655 -1.93247

Properties
Lowest unoccupied orbital energy in eV: 0.3
HOMO in eV: -8.1
Energy relative to the best compared isomer or geometry (same formula, charge and spin) in kcal per mole: 31.34
SMILES: C=C(C=O)/C(C)=C\N
Maximum force in eV/A: 1.34
HOMO-LUMO gap in eV: 8.37
DFT total energy in eV: -9904.245

***

The following is a DFT calculation (the ωB97M-V functional and the def2-TZVPD basis) of a molecular structure, C6H9NO.

CARTESIAN COORDINATES (ANGSTROEM)
C -1.14998 1.15330 -0.39564
C 1.27627 -0.06406 0.21125
C -0.17303 -0.42629 0.09387
C -0.61116 -0.73989 -1.23113
C 1.82378 0.36711 1.34462
C -0.83085 -1.00804 1.19612
O 1.93159 -0.17745 -0.98741
N -1.18134 -1.06178 -2.23584
H 2.84584 0.11249 -0.88329
H -2.04812 -0.67536 -2.60506
H -2.20102 0.90427 -0.28484
H -0.77576 1.72733 0.44242
H -0.90205 1.61260 -1.35351
H 2.87490 0.61995 1.40810
H 1.21566 0.45625 2.23215
H -1.86741 -1.30128 1.10486
H -0.22733 -1.49914 1.94331

Properties
Lowest unoccupied orbital energy (alpha / beta) in eV: 0.5 / 0.5
HOMO (alpha / beta) in eV: -6.3 / -6.3
Energy relative to the best compared isomer or geometry (same formula, charge and spin) in kcal per mole: 137.43
Maximum force in eV/A: 0.57
HOMO-LUMO gap (alpha / beta) in eV: 6.87 / 6.87
DFT total energy in eV: -9899.645

***

The following is a DFT calculation (the ωB97M-V functional and the def2-TZVPD basis) of 2 unconnected molecules or ions with the total composition C6H9NO in a non-equilibrium geometry.

CARTESIAN COORDINATES (ANGSTROEM)
C -0.49592 2.10365 -0.98385
C -0.00766 0.99398 -0.41103
C -1.99516 -0.42023 0.25321
C 1.08090 -0.41531 1.27163
C 0.98047 -1.24392 -1.15015
C 0.60377 -0.10654 -0.09217
N -1.81671 -0.09345 1.42984
O -2.41251 -0.97802 -0.70301
H 0.20784 2.70869 -1.36412
H 1.46270 0.55145 1.64636
H 1.83259 -1.09603 1.27859
H 0.26239 -0.56287 1.92542
H 0.48631 -1.18265 -2.11868
H 2.11913 -1.12283 -1.25217
H 0.91441 -2.14254 -0.65728
H -1.59609 2.21653 -0.89720
H -1.62647 0.79008 1.82462

Properties
Lowest unoccupied orbital energy in eV: 0.8
HOMO in eV: -9.1
Energy relative to the best compared isomer or geometry (same formula, charge and spin) in kcal per mole: 73.34
SMILES: C=C=C(C)C.N=C=O
Maximum force in eV/A: 5.90
HOMO-LUMO gap in eV: 9.92
DFT total energy in eV: -9902.424

***

The following is a DFT calculation (the ωB97M-V functional and the def2-TZVPD basis) of a molecular structure, C6H9NO in a non-equilibrium geometry.

CARTESIAN COORDINATES (ANGSTROEM)
C -1.18546 0.10346 -0.55570
C -1.62274 1.47534 -0.06701
C -0.35974 -0.62155 0.62742
C 0.65250 -1.39431 -0.03436
C 1.25270 0.11863 1.04204
C 1.22547 -1.94497 -1.06378
N 1.91416 0.99374 0.42897
O -0.95694 -0.91463 1.69100
H 2.66926 1.38643 0.99102
H 1.31362 -0.11107 2.10926
H -2.04785 -0.53408 -0.75172
H -0.62249 0.19992 -1.48235
H 0.68083 -2.10530 -1.98846
H 2.30075 -2.08633 -1.06972
H -2.16204 1.39452 0.87442
H -0.75989 2.12736 0.05962
H -2.29215 1.91283 -0.81064

Properties
Lowest unoccupied orbital energy (alpha / beta) in eV: -1.1 / -1.1
HOMO (alpha / beta) in eV: -8.6 / -8.6
Energy relative to the best compared isomer or geometry (same formula, charge and spin) in kcal per mole: 129.58
Maximum force in eV/A: 4.06
HOMO-LUMO gap (alpha / beta) in eV: 7.54 / 7.54
DFT total energy in eV: -9899.985